Computed, not measured: an isolated ion of composition C7H12NO and charge +1 at a distorted geometry, with ωB97M-V with the def2-TZVPD basis set.

CARTESIAN COORDINATES (ANGSTROEM)
1 C -0.817 -2.012 0.738
2 C -0.258 -0.940 -0.145
3 C 0.885 -0.701 -1.114
4 C 1.777 0.377 -0.364
5 O 2.129 -0.432 0.718
6 C 0.824 1.535 -0.067
7 C -0.504 0.702 -0.229
8 N -1.751 1.188 0.346
9 C -0.473 -0.148 -1.397
10 H -0.882 -1.431 1.637
11 H 0.001 -2.667 0.972
12 H -1.816 -2.548 0.557
13 H 1.253 -1.639 -1.539
14 H 2.552 0.756 -1.013
15 H 2.579 0.223 1.291
16 H 0.903 1.769 0.956
17 H 1.097 2.316 -0.816
18 H -2.656 0.720 0.265
19 H -1.990 2.218 0.007
20 H -1.737 1.168 1.365
21 H -1.118 -0.455 -2.170

Atoms 1-3, force components in eV/Å:
C -0.81 0.48 0.00
C -0.10 3.08 -1.63
C -0.44 0.56 1.52

Computed properties:
LUMO energy: -3.8 eV
Total charge: +1
Structure (SMILES): C[C@]12[C@@H]3[C@H](O)C[C@@]1([NH3+])[C@@H]32
Relative energy (zero: lowest compared OMol25 entry of this formula, charge and spin): 3.694 eV
Total energy: -403.5344 a.u.
Frontier orbital gap: 9.34 eV